A cluster of 3 separate species, C2H12N2O2 in total, computed with ωB97M-V/def2-TZVPD.

Bonds (Å) are listed after each position.
Cartesian coordinates (Å):
1 N 0.46458 -1.26462 2.22600  C2 1.444, H5 1.005, H6 1.011
2 C 0.10414 -0.58724 1.00327  N1 1.444, C3 1.550, H7 1.077, H8 1.092
3 C -0.97288 -1.36026 0.20024  C2 1.550, N4 1.497, H9 1.089, H10 1.082
4 N -0.74278 -1.13074 -1.26121  C3 1.497, H11 1.013, H12 1.013
5 H -0.23326 -1.25273 2.94900  N1 1.005
6 H 1.34127 -0.93899 2.60985  N1 1.011
7 H 0.97264 -0.54603 0.36756  C2 1.077
8 H -0.27281 0.42828 1.14087  C2 1.092
9 H -0.94062 -2.42688 0.41646  C3 1.089
10 H -1.92964 -0.93021 0.46434  C3 1.082
11 H -0.12411 -1.88323 -1.54019  N4 1.013
12 H -1.58901 -1.35877 -1.76866  N4 1.013
13 O 0.18005 3.23397 0.04696  H14 0.967, H15 0.969
14 H 0.41158 4.17072 0.11160  O13 0.967
15 H 0.61744 2.97273 -0.77759  O13 0.969
16 O 1.12569 1.18695 -1.82493  H17 0.971, H18 0.969
17 H 0.24911 0.81065 -1.64597  O16 0.971
18 H 1.33861 0.87640 -2.71758  O16 0.969

As for the charge: 0. The calculation puts the HOMO-LUMO gap at 9.92 eV. Its energy is -9343.727 eV. The LUMO energy is 0.93 eV. Its SMILES is NCCN.O.O.